{"formula": "C20H26N2O4S", "method": "ωB97M-V/def2-TZVPD", "total_energy_ev": -43168.89891, "relative_energy_ev": 1.139, "e_lumo_ev": 0.5, "homo_ev": -7.99, "homo_lumo_gap_ev": 8.54, "fmax_ev_per_a": 0.8, "smiles": "CCOC(=O)[C@]1(C(C)(C)CC)C[C@@H](CSc2nc3ccccc3[nH]2)OC1=O", "spin_multiplicity": 1, "species": ["C", "C", "H", "H", "O", "C", "O", "C", "C", "H", "H", "C", "C", "H", "H", "S", "C", "N", "C", "C", "C", "C", "C", "C", "N", "H", "H", "H", "H", "H", "H", "O", "C", "O", "C", "C", "H", "H", "H", "C", "H", "H", "H", "C", "C", "H", "H", "H", "H", "H", "H", "H", "H"], "positions_angstrom": [[-5.67863, -1.40344, 1.08424], [-4.54149, -0.52518, 1.56928], [-4.29460, -0.72714, 2.61716], [-4.78930, 0.53803, 1.47945], [-3.39018, -0.79737, 0.76475], [-2.30388, -0.06648, 1.03177], [-2.27895, 0.75859, 1.90376], [-1.12979, -0.38889, 0.10122], [-1.27045, -1.77636, -0.54720], [-2.22320, -2.23188, -0.28774], [-1.20637, -1.72862, -1.63067], [-0.10775, -2.61197, 0.01892], [0.91518, -3.00006, -1.05209], [0.54958, -3.83342, -1.64851], [1.17359, -2.15144, -1.68238], [2.47893, -3.52804, -0.28317], [3.12737, -1.93791, 0.01774], [2.79360, -0.86344, -0.63694], [3.52308, 0.14962, -0.06198], [3.54929, 1.50810, -0.34893], [4.38687, 2.30109, 0.40753], [5.18351, 1.77104, 1.42264], [5.17276, 0.42247, 1.72188], [4.33162, -0.37776, 0.97044], [4.05810, -1.72550, 0.98807], [4.42188, -2.41696, 1.62107], [5.78595, 0.01239, 2.51006], [5.82110, 2.43266, 1.98974], [4.42805, 3.36261, 0.21344], [2.93580, 1.91942, -1.13413], [-0.45432, -3.52077, 0.52593], [0.51814, -1.81567, 1.00961], [0.08822, -0.54801, 1.02531], [0.58884, 0.27114, 1.73129], [-0.97642, 0.80194, -0.91742], [0.09178, 0.46881, -1.96445], [0.33102, 1.36743, -2.52648], [1.00588, 0.11611, -1.49133], [-0.25245, -0.27091, -2.68440], [-2.33055, 0.99898, -1.60950], [-2.21671, 1.64774, -2.47362], [-3.04943, 1.45320, -0.93114], [-2.73706, 0.04889, -1.95025], [-0.54413, 2.08300, -0.17581], [-0.72436, 3.37550, -0.96758], [-0.29852, 4.19795, -0.39804], [-0.21726, 3.33906, -1.92926], [-1.77437, 3.59707, -1.13901], [0.50731, 1.98355, 0.09447], [-1.10310, 2.17484, 0.75412], [-6.56755, -1.20628, 1.67585], [-5.41308, -2.45262, 1.18275], [-5.89358, -1.19506, 0.03956]], "forces_ev_per_a": [[0.44, 0.16, 0.00], [-0.37, 0.17, 0.29], [-0.02, 0.08, -0.15], [0.06, -0.14, 0.06], [-0.19, -0.26, -0.25], [0.06, 0.10, 0.21], [-0.09, -0.02, 0.06], [-0.05, -0.07, 0.07], [-0.04, -0.16, 0.10], [0.13, 0.03, -0.11], [-0.03, 0.02, -0.03], [-0.16, -0.33, -0.38], [0.29, 0.10, 0.53], [0.00, 0.01, -0.05], [-0.14, -0.06, -0.11], [-0.08, -0.38, -0.21], [-0.10, 0.04, -0.28], [-0.04, -0.40, -0.12], [0.50, -0.08, 0.56], [0.05, -0.11, 0.07], [-0.03, 0.19, -0.07], [0.09, 0.00, 0.11], [0.06, -0.09, 0.08], [-0.09, 0.66, -0.34], [-0.05, -0.21, -0.01], [-0.08, 0.06, -0.01], [0.08, 0.00, 0.09], [0.05, 0.04, 0.05], [0.01, 0.09, -0.02], [-0.09, 0.05, -0.11], [0.03, 0.18, -0.09], [0.15, -0.32, 0.30], [-0.13, 0.49, 0.08], [0.11, -0.08, -0.01], [0.00, 0.09, -0.06], [-0.18, 0.01, 0.21], [0.02, 0.11, -0.10], [0.04, -0.04, -0.07], [0.01, -0.09, -0.09], [0.21, -0.04, 0.11], [-0.02, 0.09, -0.07], [-0.17, 0.08, 0.05], [-0.06, -0.10, -0.08], [-0.02, 0.20, -0.07], [0.04, -0.23, 0.06], [0.02, 0.12, 0.01], [0.03, 0.08, -0.15], [-0.11, 0.08, -0.06], [-0.04, -0.01, 0.06], [0.14, -0.01, -0.01], [-0.10, 0.01, 0.05], [-0.03, -0.12, 0.01], [-0.08, 0.00, -0.09]], "nbo_charge": [-0.6227, -0.0691, 0.1916, 0.1908, -0.5281, 0.8313, -0.5777, -0.2782, -0.4339, 0.2527, 0.2232, 0.0864, -0.5419, 0.2362, 0.2611, 0.2575, 0.2555, -0.5316, 0.0899, -0.2033, -0.2235, -0.2135, -0.2529, 0.1559, -0.5557, 0.4238, 0.2135, 0.2127, 0.2121, 0.2188, 0.1927, -0.4971, 0.8231, -0.5395, 0.0312, -0.6462, 0.2169, 0.2477, 0.1970, -0.6297, 0.2207, 0.2085, 0.2086, -0.4198, -0.6076, 0.2164, 0.1921, 0.1983, 0.2218, 0.2403, 0.2195, 0.2110, 0.2131]}

---

{"formula": "C20H26N2O5", "method": "ωB97M-V/def2-TZVPD", "total_energy_ev": -34380.72287, "relative_energy_ev": 1.074, "e_lumo_ev": 0.6, "homo_ev": -8.70, "homo_lumo_gap_ev": 9.27, "fmax_ev_per_a": 0.8, "smiles": "COc1ccc(C(=O)NCC(=O)OCC(=O)NCCC2=CCCCC2)cc1", "spin_multiplicity": 1, "species": ["C", "H", "O", "C", "C", "C", "C", "C", "C", "H", "H", "C", "O", "N", "H", "C", "H", "C", "O", "O", "C", "H", "H", "C", "O", "N", "H", "C", "H", "H", "C", "C", "C", "C", "C", "C", "C", "H", "H", "H", "H", "H", "H", "H", "H", "H", "H", "H", "H", "H", "H", "H", "H"], "positions_angstrom": [[-6.76504, 2.17658, 0.86585], [-6.65441, 1.97284, 1.93569], [-6.57103, 1.01441, 0.09545], [-5.36872, 0.38834, 0.14494], [-5.24173, -0.75226, -0.65385], [-4.06204, -1.45764, -0.67533], [-2.98038, -1.06262, 0.11265], [-3.10400, 0.08005, 0.89377], [-4.28319, 0.80373, 0.91132], [-4.34218, 1.69143, 1.52134], [-2.26917, 0.44379, 1.47630], [-1.72621, -1.85311, 0.03069], [-1.38739, -2.45691, -0.96956], [-0.99106, -1.89233, 1.17488], [-1.25414, -1.32296, 1.96495], [0.34652, -2.41869, 1.19624], [0.64297, -2.65390, 0.16926], [1.29324, -1.40919, 1.81716], [0.91374, -0.43706, 2.43095], [2.55926, -1.74477, 1.64025], [3.57165, -0.96795, 2.28546], [3.22485, -0.66957, 3.28083], [4.43770, -1.62661, 2.35961], [3.98070, 0.28689, 1.48502], [5.07281, 0.37590, 0.97113], [3.04711, 1.25039, 1.48178], [2.14817, 1.07144, 1.91143], [3.18949, 2.46201, 0.70654], [3.04319, 3.32666, 1.36228], [4.21308, 2.46891, 0.32917], [2.18686, 2.50413, -0.45495], [2.25074, 1.23990, -1.28051], [3.36866, 0.85521, -1.88040], [3.52494, -0.43874, -2.61465], [2.41363, -1.41440, -2.24166], [1.06715, -0.70854, -2.34884], [0.98902, 0.42242, -1.32721], [0.14316, 1.07555, -1.56395], [0.79686, 0.01195, -0.32944], [0.24620, -1.40928, -2.19022], [0.96455, -0.29351, -3.35364], [2.43926, -2.28671, -2.89690], [2.56929, -1.75704, -1.21561], [4.50241, -0.86481, -2.37598], [3.50847, -0.24832, -3.69341], [4.24939, 1.48103, -1.83983], [2.41318, 3.37784, -1.07000], [1.17832, 2.62626, -0.05355], [0.40424, -3.34307, 1.78676], [-3.95246, -2.33143, -1.29895], [-6.08738, -1.05486, -1.25046], [-6.07391, 2.97311, 0.57256], [-7.78636, 2.49548, 0.66465]], "forces_ev_per_a": [[-0.03, 0.21, 0.15], [0.01, 0.01, -0.05], [0.12, -0.30, -0.18], [0.15, -0.12, -0.04], [-0.11, 0.16, 0.08], [0.10, 0.04, 0.09], [-0.18, 0.24, -0.08], [0.06, -0.30, -0.15], [-0.34, 0.25, 0.06], [-0.04, 0.08, 0.03], [0.09, 0.02, 0.05], [0.06, -0.07, 0.24], [-0.08, -0.15, -0.21], [0.22, 0.13, 0.34], [-0.06, -0.06, -0.14], [0.00, -0.01, -0.09], [0.04, 0.01, 0.17], [-0.41, -0.05, 0.04], [0.03, -0.04, 0.06], [-0.01, -0.28, -0.29], [0.42, 0.32, 0.25], [0.04, -0.10, -0.12], [-0.14, 0.17, -0.04], [-0.34, -0.51, 0.46], [0.44, -0.09, -0.19], [-0.44, 0.39, 0.03], [0.21, -0.17, 0.03], [-0.01, 0.21, -0.18], [0.11, -0.02, -0.08], [-0.11, 0.09, 0.06], [0.34, -0.08, 0.11], [-0.17, 0.15, 0.10], [0.00, 0.00, -0.13], [-0.04, -0.21, 0.09], [-0.02, 0.14, -0.31], [-0.06, -0.16, 0.22], [0.08, -0.17, -0.34], [-0.02, 0.02, 0.10], [-0.11, 0.05, 0.09], [0.02, 0.07, -0.09], [-0.02, 0.02, -0.08], [0.02, -0.05, 0.05], [0.02, -0.07, 0.07], [0.03, 0.01, -0.07], [0.07, -0.07, -0.03], [0.10, 0.18, 0.10], [-0.10, 0.07, 0.03], [-0.05, 0.07, -0.03], [0.11, 0.09, -0.12], [0.00, -0.07, -0.08], [-0.10, -0.05, -0.07], [-0.02, -0.04, 0.02], [0.08, 0.01, 0.05]], "nbo_charge": [-0.2535, 0.1775, -0.4858, 0.3240, -0.2576, -0.1347, -0.2007, -0.1087, -0.3342, 0.2207, 0.2041, 0.6763, -0.6291, -0.6122, 0.4115, -0.3372, 0.2700, 0.8114, -0.6430, -0.4809, -0.1666, 0.2060, 0.2242, 0.6511, -0.6127, -0.6220, 0.4221, -0.2161, 0.1943, 0.2311, -0.4371, -0.0022, -0.1756, -0.4353, -0.3914, -0.4134, -0.4242, 0.2130, 0.1876, 0.2396, 0.1945, 0.2084, 0.1910, 0.2163, 0.2045, 0.2006, 0.2228, 0.1992, 0.2277, 0.2352, 0.2278, 0.1778, 0.2036]}